# 1
ORCA calculation (ωB97M-V/def2-TZVPD) on C10H18BNO2S as an isolated structure.

## Properties
molar mass	227.14	g mol⁻¹
E_tot	-27756.928	eV
largest force on an atom	4.2	eV/A
HOMO-LUMO gap	8.09	eV
LUMO energy	-0.36	eV
HOMO	-8.45	eV

```
33
Properties=species:S:1:pos:R:3:forces:R:3:mulliken_charge:R:1
B 0.600843 -0.098494 -0.442163 -2.535 -0.028 1.101 0.351
C 4.132167 1.483068 -0.327167 -1.565 -2.529 0.562 -0.154
C 2.590563 -0.757436 0.896817 -0.677 2.743 -0.894 -0.129
C -1.507957 0.341080 0.371488 -2.186 0.189 -0.800 1.369
C -1.528268 -1.040357 -0.306476 0.058 -1.566 -1.489 1.548
C -2.160809 1.389906 -0.537018 1.861 -0.872 -1.128 -1.745
C -2.352777 0.271080 1.652223 -0.674 2.413 -0.335 -1.682
C -2.525964 -1.323881 -1.499226 1.623 -1.514 0.508 -1.611
C -1.629543 -2.207265 0.678497 -1.724 -1.354 -1.570 -1.922
C 2.642876 1.594252 -0.537616 -0.924 1.507 -2.394 -0.237
C 2.065565 0.217556 -0.718597 2.681 -2.889 1.538 -0.182
N 4.709145 2.106744 0.573573 -1.347 2.262 0.410 -0.580
O -0.162735 0.693977 0.514354 1.959 -0.934 -0.634 -0.538
O -0.182129 -1.153398 -0.903260 0.506 1.233 0.272 -0.731
S 3.053192 -2.266135 0.841843 -0.041 -0.073 0.094 -0.188
H 4.507997 0.499917 -0.746806 0.289 1.298 -0.385 0.335
H 2.573370 -0.068880 1.838949 -0.057 -1.208 -1.728 0.289
H -2.702066 1.018080 -1.374873 -0.529 -0.108 -0.263 0.255
H -1.410690 2.035595 -0.932988 1.129 0.104 -0.692 0.385
H -2.671516 2.103732 -0.029615 -2.283 1.660 1.816 0.525
H -3.347665 -0.238733 1.321239 1.834 0.683 1.383 0.341
H -2.600201 1.355670 1.956180 0.118 -1.567 -0.517 0.477
H -1.723315 -0.040764 2.487356 -0.683 -1.044 0.013 0.317
H -3.129123 -2.205401 -1.170644 0.830 0.170 -0.950 0.377
H -1.861252 -1.433458 -2.426479 -1.294 -0.364 1.294 0.281
H -3.276813 -0.631361 -1.712137 -0.870 1.470 -0.191 0.471
H -1.695666 -3.242418 0.149409 0.574 1.924 0.829 0.391
H -2.515577 -2.156041 1.322291 0.106 0.047 -0.332 0.369
H -0.804646 -2.098055 1.293236 1.809 -0.450 1.427 0.459
H 2.556118 2.159262 -1.587631 -0.153 -1.016 1.983 0.286
H 2.005543 2.171493 0.187133 1.234 -0.312 -0.446 0.217
H 2.695023 -0.412829 -1.469042 -1.593 0.984 1.193 0.406
H 5.656307 1.933493 0.637149 2.522 -0.860 0.325 0.250
```
Positions in Å, forces in eV/Å.

=====

# 2
ORCA calculation (ωB97M-V/def2-TZVPD) on a 6-piece molecular cluster, C10H18Br8Cl6 overall.

## Properties
molar mass	990.20	g mol⁻¹
E_tot	-646135.405	eV
largest force on an atom	2.2	eV/A
relative energy (zero: lowest compared OMol25 entry of this formula, charge and spin)	169.2	kJ/mol
HOMO-LUMO gap	10.47	eV
LUMO energy	0.08	eV
HOMO	-10.39	eV

```
42
Properties=species:S:1:pos:R:3:forces:R:3:mulliken_charge:R:1
Cl 1.305769 -3.090077 0.013508 -0.147 0.087 0.448 -0.116
C 1.486049 -1.353587 0.218768 0.130 0.516 -0.363 0.104
Cl 2.279199 -0.743267 -1.272242 0.012 0.152 0.640 -0.128
Cl 2.332059 -0.894107 1.728738 -0.098 -0.292 -0.687 -0.106
H 0.524399 -0.842717 0.267068 0.097 -0.444 -0.023 0.247
Cl 4.414949 -2.341687 6.712748 0.743 -0.502 0.180 -0.125
C 5.703329 -2.541827 5.476428 -0.783 -0.773 -0.237 0.093
Cl 6.937889 -3.892977 5.751418 -1.248 1.469 0.044 -0.129
Cl 6.389139 -0.979777 5.155168 0.630 0.058 -0.004 -0.094
H 5.097809 -2.814897 4.612208 0.647 -0.248 0.001 0.254
Br -2.512271 -8.160957 -3.259162 -0.038 0.587 -0.262 -0.178
C -3.119421 -6.814267 -1.928602 0.432 -1.320 -0.078 -0.511
C -3.624991 -7.741917 -0.831692 0.319 0.601 0.283 -0.687
Br -4.206531 -6.521907 0.626588 -0.013 -0.747 -0.306 -0.190
H -3.822361 -6.113887 -2.379642 -0.072 -0.418 0.080 0.392
H -2.215271 -6.293007 -1.614122 -0.210 -0.039 -0.022 0.343
H -2.815311 -8.382967 -0.483002 0.196 0.550 0.355 0.406
H -4.362441 -8.490807 -1.120522 -0.610 0.792 -0.050 0.427
Br -1.900401 2.430873 3.171098 -0.510 -0.331 -0.128 -0.136
C -0.672571 3.830063 2.743528 0.550 1.236 0.859 -0.622
C -1.097111 4.691513 1.546138 0.855 -0.243 0.017 -0.529
Br 0.134999 6.277163 1.406388 -0.419 -0.994 -0.062 -0.159
H 0.307209 3.354463 2.699498 -0.116 0.034 -0.965 0.370
H -0.539061 4.416753 3.652408 -0.563 0.240 -0.061 0.362
H -2.070201 5.182573 1.539548 0.058 -0.480 0.587 0.370
H -1.019381 4.049633 0.668618 0.166 0.517 -0.274 0.343
Br 4.058039 6.127383 -2.600662 0.453 0.062 0.039 -0.164
C 5.300459 5.632293 -1.136542 -0.663 0.545 0.000 -0.440
C 5.298809 4.122373 -1.110452 -0.285 -0.597 0.263 -0.655
Br 5.972449 3.341863 0.593218 -0.171 0.484 -0.632 -0.173
H 4.794559 6.081593 -0.281972 0.095 -0.453 0.127 0.319
H 6.220739 6.202393 -1.263722 0.097 -0.586 -0.294 0.370
H 5.814439 3.589813 -1.909582 0.373 0.534 0.101 0.382
H 4.264579 3.792043 -1.207162 0.079 -0.001 0.410 0.362
Br -3.784821 0.608763 -1.704992 -0.521 0.204 -0.847 -0.164
C -4.859351 0.904423 -3.343062 -1.578 -1.151 -0.227 -0.631
C -6.321691 0.302063 -3.173142 1.752 1.337 0.267 -0.567
Br -7.161011 0.387103 -4.945892 0.105 -0.099 0.682 -0.151
H -4.427661 0.408933 -4.212682 0.557 0.108 0.403 0.388
H -4.987911 1.967443 -3.546932 0.408 -0.098 0.258 0.382
H -6.779741 1.021003 -2.493862 -0.677 -0.442 -0.182 0.346
H -6.337351 -0.707887 -2.763432 -0.034 0.143 -0.340 0.398
```
Positions in Å, forces in eV/Å.

=====

# 3
ORCA calculation (ωB97M-V/def2-TZVPD) on an isolated ion of composition C10H18BrFN2O and charge +2.

## Properties
molar mass	281.17	g mol⁻¹
E_tot	-88427.390	eV
largest force on an atom	5.5	eV/A
relative energy (zero: lowest compared OMol25 entry of this formula, charge and spin)	308.8	kJ/mol
HOMO-LUMO gap	8.38	eV
LUMO energy	-6.25	eV
HOMO	-14.63	eV
charge	+2

```
33
Properties=species:S:1:pos:R:3:forces:R:3:mulliken_charge:R:1
C -3.704158 1.693295 -0.048327 0.666 0.961 -0.837 -0.189
C -2.301376 1.296875 0.208920 -0.894 4.031 -1.836 -0.285
C -4.660840 0.818269 0.054739 0.558 -4.112 1.360 -0.389
C -1.783821 0.117720 0.139202 2.476 -1.318 0.835 0.648
C -3.761625 -1.156966 0.668348 -3.654 4.027 -0.677 -0.462
C -2.670357 -1.467914 -1.383389 1.004 1.181 -2.777 -0.761
C -1.723649 -2.332878 0.614503 -0.567 -1.975 -0.380 -0.793
C 1.881167 0.411149 0.330343 2.078 -1.135 -2.754 -0.749
C 3.030977 1.485712 0.109415 -1.947 -1.998 0.732 -0.688
C 0.489965 0.948006 0.337812 -1.697 2.739 1.414 -0.752
N -2.482678 -1.180555 0.064286 -0.009 -0.470 -2.019 0.311
N 4.372898 0.773277 0.177355 -0.878 -2.506 -0.861 -0.310
O -0.431593 -0.127200 0.096956 0.124 0.181 -0.049 -0.361
F -4.559696 -2.192809 0.396090 0.561 0.247 -0.652 -0.274
Br -6.459532 0.625387 0.031547 -0.020 0.264 -0.288 0.050
H -3.821579 2.697574 -0.545792 -0.233 -0.980 1.034 0.353
H -1.647101 2.217192 -0.009319 -0.621 -1.823 0.965 0.185
H -3.680933 -1.039396 1.685360 0.171 0.328 2.439 0.705
H -3.064476 -2.450067 -1.615029 0.268 -0.230 0.500 0.385
H -3.306724 -0.759623 -1.957377 0.081 -0.048 1.191 0.342
H -1.662856 -1.274045 -1.807933 -0.568 -0.789 -0.007 0.350
H -0.767566 -2.407840 0.031676 -0.584 0.135 1.590 0.350
H -1.884691 -2.307017 1.718886 1.381 0.087 -0.773 0.353
H -2.322289 -3.233376 0.288159 0.593 0.914 0.371 0.384
H 1.992572 -0.256720 1.156527 0.449 0.053 1.164 0.545
H 2.131932 -0.336519 -0.527725 -1.171 1.231 0.900 0.362
H 3.020720 2.249684 0.926111 0.240 -0.283 -1.146 0.389
H 2.930228 1.779422 -0.940819 0.027 0.834 0.570 0.393
H 0.305996 1.890411 -0.318651 0.434 -1.917 0.443 0.375
H 0.281946 1.399462 1.410883 0.239 -0.993 -1.838 0.399
H 4.935327 1.545125 -0.032221 2.346 1.570 1.239 0.371
H 4.696795 0.202476 -0.713315 -1.599 0.373 2.278 0.386
H 4.439829 0.218459 1.113997 0.747 1.420 -2.131 0.379
```
Positions in Å, forces in eV/Å.